# 1
C7H4 in the gas phase, computed with wB97M-V/def2-TZVPD.

ORCA input file:
```
! wB97M-V def2-TZVPD RIJCOSX def2/J DEFGRID3
* xyz 0 1
C 0.00735 0.83259 -1.62298
C -1.09014 0.24256 -1.24474
C -1.60593 -0.46707 -0.32661
C -0.39787 -0.43139 0.79380
C 1.03549 -0.77854 0.80885
C 0.72075 0.42913 0.39977
C 1.06118 1.01213 -0.84197
H -2.57928 -0.68080 -0.01579
H -0.95390 -0.20252 1.75470
H 1.72200 -1.26996 1.48189
H 2.08034 1.31386 -1.18692
*
```

The calculation puts the relative energy (zero: lowest compared OMol25 entry of this formula, charge and spin) at 337.42 kJ/mol. The SMILES is C1=C=C[C@H]2C=C2C=1. Its gap between HOMO and LUMO (spin up / spin down) is 0.2727 / 0.2727 hartree.

---

# 2
C6H16N2 in the gas phase, computed with wB97M-V/def2-TZVPD.

ORCA input file:
```
! wB97M-V def2-TZVPD RIJCOSX def2/J DEFGRID3
* xyz 0 1
C -0.78014 -2.24611 -1.94386
C -0.63901 -1.20307 -0.73331
N 0.52959 -0.37002 -0.89065
C 1.79334 -1.10085 -0.54622
C 0.38256 0.94679 -0.20178
C -0.48631 1.25056 0.95972
C 0.32208 1.45377 2.26485
N -1.29062 2.36921 0.43545
H -1.08339 -1.82874 -2.85421
H -1.50856 -2.98156 -1.81227
H 0.13877 -2.74355 -2.09859
H -1.52602 -0.56245 -0.72371
H -0.45353 -1.79304 0.24078
H 2.50541 -1.00062 -1.32424
H 2.42511 -0.80302 0.35091
H 1.54154 -2.09579 -0.46282
H 1.38889 1.34872 0.05280
H 0.03930 1.54866 -1.12897
H -1.35184 0.33647 1.20258
H 1.33869 1.74018 2.08074
H -0.24275 2.07512 2.93081
H 0.37176 0.48474 2.89287
H -2.21149 2.09122 0.30518
H -1.20338 3.08338 1.00395
*
```

The calculation puts the relative energy (zero: lowest compared OMol25 entry of this formula, charge and spin) at 318.72 kJ/mol. The SMILES is CCN(C)C[C@@H](C)N. Its gap between HOMO and LUMO is 0.3314 hartree.

---

# 3
3 unconnected molecules or ions with the total composition C21H24ClO8P, computed with wB97M-V/def2-TZVPD.

ORCA input file:
```
! wB97M-V def2-TZVPD RIJCOSX def2/J DEFGRID3
* xyz 0 1
C -5.88173 -4.24274 2.92898
P -4.71902 -4.26519 1.39488
C -2.97440 -4.76815 2.10268
C -4.42079 -2.45444 0.78236
C -4.07290 -1.46133 1.87682
C -3.74727 0.10622 1.39222
O -4.13740 1.18865 2.09040
C -2.93834 0.20622 -0.06879
C -1.76547 1.30532 -0.39922
C -1.01734 1.28784 -1.88617
C 0.21466 2.33329 -2.28403
C -0.18279 3.91632 -2.12095
C 0.08255 4.54704 -0.62717
Cl 1.86826 5.08997 -0.35271
C -1.47037 0.20344 -3.07414
C -2.65579 -0.91785 -2.76158
C -3.33144 -0.89099 -1.26918
C -4.49568 -2.00750 -0.82765
O -5.41075 -2.45661 -1.69008
H -5.61262 -3.25927 3.53287
H -5.62528 -5.19572 3.58616
H -6.97655 -4.24867 2.50854
H -2.17413 -4.74971 1.24000
H -2.68383 -3.86673 2.82818
H -3.00312 -5.75952 2.72237
H -4.00306 -1.79261 3.02191
H -1.46432 2.05667 0.46533
H 0.61432 2.07232 -3.37708
H 1.11359 2.03309 -1.55958
H 0.50517 4.52276 -2.88160
H -1.28697 4.03248 -2.49743
H -0.18700 3.83506 0.26221
H -0.64999 5.48506 -0.53375
H -0.93115 0.19886 -4.13276
H -2.99966 -1.70288 -3.56672
O 1.91798 -0.07409 -4.30373
C 2.47831 -0.34151 -3.25387
O 2.55442 0.50165 -2.18300
C 3.07512 -0.25088 -1.10341
C 3.81649 -1.35690 -1.78172
O 3.11196 -1.52321 -2.99749
H 3.72741 0.36637 -0.47958
H 2.24247 -0.61760 -0.49408
H 4.85368 -1.08787 -2.00788
H 3.80827 -2.28205 -1.19890
O 5.50779 -0.68005 0.89851
C 5.49644 0.36289 1.53083
O 4.36452 0.98762 1.96896
C 4.77763 2.02273 2.84121
C 6.17826 2.30314 2.40235
O 6.61472 1.05785 1.89158
H 4.12731 2.89613 2.74170
H 4.72762 1.65717 3.87221
H 6.22421 3.04938 1.60216
H 6.81603 2.62850 3.22881
*
```

The SMILES is CP(C)C1=CC(=O)c2cc(CCCCl)ccc2C1=O.O=C1OCCO1.O=C1OCCO1. Its gap between HOMO and LUMO is 0.2510 hartree.

---

# 4
C3H5NO3 in the gas phase, computed with wB97M-V/def2-TZVPD.

ORCA input file:
```
! wB97M-V def2-TZVPD RIJCOSX def2/J DEFGRID3
* xyz 0 1
O -3.18436 0.58383 0.58496
C -1.86979 0.52010 0.79208
N -0.99559 -0.21135 -0.05952
C 0.32932 0.46267 -0.10590
C 1.37245 -0.64889 -0.25808
O 1.52474 -1.62005 0.51743
O 2.12098 -0.67359 -1.39236
H -1.70802 0.66369 1.90982
H -1.51473 -0.14313 -0.94775
H 0.51379 1.33293 -0.79924
H 0.50048 0.87258 0.85358
H 2.91072 -1.13879 -1.09502
*
```

The calculation puts the relative energy (zero: lowest compared OMol25 entry of this formula, charge and spin) at 231.67 kJ/mol. The SMILES is O=CNCC(=O)O. Its gap between HOMO and LUMO is 0.3901 hartree.

---

# 5
2 unconnected molecules or ions with the total composition C3H2ClF2N, computed with wB97M-V/def2-TZVPD.

ORCA input file:
```
! wB97M-V def2-TZVPD RIJCOSX def2/J DEFGRID3
* xyz 0 1
C 0.72217 -0.80618 1.09079
C -0.74620 -0.07971 -0.83282
C -0.07769 0.16807 0.47436
N 1.34732 -1.64197 1.57227
F -1.01726 1.07041 -1.50423
F -0.61401 1.09460 1.24559
Cl 2.25021 1.48031 0.05084
H -1.72249 -0.55607 -0.62209
H -0.14206 -0.72945 -1.47470
*
```

The calculation puts the relative energy (zero: lowest compared OMol25 entry of this formula, charge and spin) at 171.04 kJ/mol. Its gap between HOMO and LUMO (spin up / spin down) is 0.3007 / 0.2599 hartree.

---

# 6
6 unconnected molecules or ions with the total composition C36H33IN6O12SSi, computed with wB97M-V/def2-TZVPD.

ORCA input file:
```
! wB97M-V def2-TZVPD RIJCOSX def2/J DEFGRID3
* xyz 0 1
S 3.17498 4.18659 7.81269
Si 1.33842 5.22006 7.19122
I -0.45537 3.46324 6.93045
H 4.16075 4.59664 6.89972
H 1.50610 5.89187 5.90829
H 0.84537 6.10026 8.24493
C -2.38485 -0.94765 1.57386
C -3.15958 -0.17444 2.43993
C -2.55730 0.80459 3.23248
C -1.17267 1.00487 3.14596
C -0.39143 0.22483 2.28301
C -1.00466 -0.75318 1.49744
N -0.53725 2.04973 3.95773
O -1.25958 2.70586 4.72287
O 0.68373 2.21875 3.82859
H -2.85977 -1.70600 0.95373
H -4.23448 -0.33295 2.49498
H -3.17494 1.39889 3.90231
H 0.68483 0.36628 2.20954
H -0.40726 -1.36180 0.82220
C 1.15144 3.44181 0.76786
C 2.10896 3.21118 -0.22112
C 1.75796 3.30077 -1.56952
C 0.44023 3.62799 -1.91779
C -0.52489 3.85246 -0.92702
C -0.16264 3.75721 0.41811
N 0.07113 3.74869 -3.33330
O 0.94865 3.52391 -4.18015
O -1.09502 4.07237 -3.60042
H 1.43122 3.37634 1.81793
H 3.13071 2.96438 0.05936
H 2.51581 3.11823 -2.32826
H -1.55235 4.10233 -1.18321
H -0.90387 3.93265 1.19467
C -4.03648 0.74204 -7.41565
C -4.13623 -0.58126 -6.98312
C -3.54648 -0.97024 -5.77884
C -2.85999 -0.02040 -5.00988
C -2.75173 1.30700 -5.44548
C -3.34325 1.68349 -6.65297
N -2.25968 -0.41730 -3.73059
O -2.36079 -1.60507 -3.38901
O -1.69005 0.45835 -3.06365
H -4.50279 1.04186 -8.35259
H -4.67690 -1.30956 -7.58380
H -3.63324 -2.00529 -5.45560
H -2.21767 2.05331 -4.86106
H -3.26738 2.71222 -6.99825
C 7.16400 0.41621 -2.94190
C 5.96853 -0.10479 -3.43944
C 4.83858 -0.16776 -2.62173
C 4.91614 0.30020 -1.30273
C 6.11711 0.81662 -0.79830
C 7.24125 0.87185 -1.62469
N 3.72493 0.26023 -0.44607
O 2.68649 -0.22135 -0.92297
O 3.82450 0.71388 0.70299
H 8.04086 0.46846 -3.58501
H 5.91660 -0.45931 -4.46665
H 3.91440 -0.57649 -3.02445
H 6.19269 1.17868 0.22490
H 8.17734 1.27381 -1.24336
C 4.03481 -6.50212 -1.29124
C 3.61299 -5.39750 -2.03288
C 4.55165 -4.57520 -2.65908
C 5.91623 -4.87238 -2.53921
C 6.34287 -5.97624 -1.78891
C 5.39494 -6.78966 -1.16486
N 6.90655 -4.02654 -3.21619
O 6.49053 -3.04834 -3.85475
O 8.10097 -4.34113 -3.11404
H 3.29891 -7.14362 -0.80946
H 2.55127 -5.17905 -2.12552
H 4.20679 -3.71819 -3.23351
H 7.39896 -6.21561 -1.68350
H 5.71595 -7.65066 -0.58271
C -8.87040 -0.38139 6.19464
C -8.40441 0.25689 5.04416
C -7.45340 -0.36686 4.23427
C -6.97712 -1.63762 4.58511
C -7.43751 -2.27738 5.74365
C -8.38657 -1.64241 6.54725
N -5.99630 -2.30945 3.72422
O -5.59944 -1.70271 2.71821
O -5.62452 -3.44593 4.05013
H -9.61613 0.10652 6.81996
H -8.78518 1.24029 4.77678
H -7.10037 0.14376 3.34097
H -7.07274 -3.26148 6.03042
H -8.75247 -2.13211 7.44700
*
```

Its gap between HOMO and LUMO is 0.2633 hartree.

---

# 7
C5H7NO in the gas phase, computed with wB97M-V/def2-TZVPD.

ORCA input file:
```
! wB97M-V def2-TZVPD RIJCOSX def2/J DEFGRID3
* xyz 0 1
C -0.67111 -1.55992 0.22188
C -0.32349 -0.21418 -0.46992
O -0.98381 -0.28109 -1.70492
C -0.54707 1.12560 0.24815
C 0.62504 1.50519 0.76754
C 1.60596 0.48520 0.34816
N 1.15292 -0.37369 -0.48199
H -0.34984 -2.32036 -0.49775
H -1.73304 -1.69099 0.42641
H -0.07749 -1.72717 1.12499
H -0.76224 0.49576 -2.23187
H -1.45375 1.72606 0.20626
H 0.89302 2.40046 1.32088
H 2.62491 0.42913 0.72217
*
```

The calculation puts the relative energy (zero: lowest compared OMol25 entry of this formula, charge and spin) at 142.96 kJ/mol. The SMILES is C[C@@]1(O)C=CC=N1. Its gap between HOMO and LUMO is 0.3605 hartree.

---

# 8
2 unconnected molecules or ions with the total composition C31H53IN4O7P, computed with wB97M-V/def2-TZVPD.

ORCA input file:
```
! wB97M-V def2-TZVPD RIJCOSX def2/J DEFGRID3
* xyz 1 1
C 2.03968 1.44449 2.87569
C 1.33365 0.36881 2.41352
C 0.06352 -0.17421 3.02062
C 0.41575 -0.93767 4.28227
O 1.31092 -1.96864 3.99995
C 2.28669 -2.21673 4.99965
C 3.69458 -1.79163 4.60339
C 3.93700 -1.68403 3.10518
C -0.91618 0.93775 3.35918
C -1.60704 1.41700 2.07405
C -1.56483 2.92862 1.95940
C -2.02791 3.49012 0.62472
C -1.32138 4.81269 0.31007
C -0.18621 4.57853 -0.65587
O 0.48772 3.37967 -0.27475
C 1.82257 3.33494 -0.71968
N -0.94375 0.90913 0.85970
C -0.75996 -0.44702 0.82217
N -0.78610 -1.01831 -0.36949
C -0.59609 -2.44336 -0.62825
C 0.71374 -2.82549 -1.30770
C 1.83522 -3.20564 -0.34355
C 1.85620 -4.70819 -0.09867
N 3.22180 -5.23884 0.00407
C 3.36727 -6.44461 0.69153
C 4.55133 -6.56259 1.59463
O 2.52226 -7.38374 0.55278
C -1.05307 -0.14904 -1.53906
C -1.42147 -0.88881 -2.79911
O -2.62524 -1.59997 -2.64765
C -3.77939 -0.94002 -3.15707
C -5.01145 -1.46465 -2.47811
N -0.55709 -1.11867 2.01293
P -1.83431 -2.12097 2.74556
O -1.25667 -3.55376 2.29585
I -3.66185 -1.96341 1.10222
H 1.73950 1.98456 3.75815
H 2.93294 1.79110 2.39054
H 1.71287 -0.18864 1.56922
H -0.48068 -1.30759 4.77320
H 0.86377 -0.20954 4.95063
H 2.00843 -1.72447 5.92450
H 2.27376 -3.27854 5.20377
H 4.36623 -2.53843 5.00432
H 3.96836 -0.85954 5.07789
H 4.92836 -2.03731 2.86655
H 3.22144 -2.25960 2.54122
H 3.90612 -0.65406 2.78035
H -1.65178 0.56019 4.06004
H -0.43550 1.77053 3.84701
H -2.64546 1.11290 2.08152
H -2.14486 3.36757 2.76119
H -0.53391 3.22454 2.11725
H -1.77839 2.80021 -0.16392
H -3.09566 3.66106 0.64773
H -1.99720 5.55370 -0.09491
H -0.91060 5.23292 1.21994
H 0.50641 5.41401 -0.60138
H -0.50374 4.53443 -1.69168
H 2.12048 2.29850 -0.80743
H 2.48650 3.82695 -0.01535
H 1.93728 3.80842 -1.68790
H -0.08737 1.42890 0.67846
H -1.44343 -2.74656 -1.22290
H -0.64259 -2.98439 0.29891
H 1.04876 -2.04151 -1.97310
H 0.50461 -3.68529 -1.92896
H 2.78028 -2.91159 -0.78577
H 1.75057 -2.66126 0.58985
H 1.36162 -5.20657 -0.91838
H 1.31220 -4.94840 0.80901
H 3.88994 -4.55175 0.30825
H 5.28272 -5.78016 1.46735
H 5.03252 -7.51041 1.40610
H 4.19881 -6.56539 2.61648
H -0.17801 0.46172 -1.72120
H -1.87834 0.49799 -1.28078
H -0.65075 -1.55986 -3.14608
H -1.52760 -0.12652 -3.56552
H -3.84246 -1.14462 -4.21930
H -3.69897 0.13155 -3.00306
H -5.86328 -1.32836 -3.13031
H -5.22336 -0.93275 -1.56193
H -4.90657 -2.51906 -2.26879
H -1.89312 -4.06268 1.79253
C -2.23992 4.44653 -4.67653
C -3.11507 4.47628 -5.67661
C -2.74958 5.04251 -7.00356
O -3.54646 5.06828 -7.91052
C -1.37031 5.57253 -7.16548
C -0.49704 5.54209 -6.16282
C -0.86291 4.97579 -4.84232
O -0.06555 4.94572 -3.92692
H -2.48327 4.04150 -3.70179
H -4.12492 4.09810 -5.58219
H -1.12755 5.97941 -8.13851
H 0.51175 5.92267 -6.25627
*
```

Its gap between HOMO and LUMO is 0.2974 hartree.

---

# 9
A molecular structure, C44H43BBrCl3F4N5O4W, computed with wB97M-V/def2-TZVPD.

ORCA input file:
```
! wB97M-V def2-TZVPD RIJCOSX def2/J DEFGRID3
* xyz 1 3
W -0.09862 0.42114 -0.09799
C -2.60032 0.32489 3.27935
C -1.36311 -0.52001 3.38229
C -0.85272 -0.86197 4.63783
C 0.22193 -1.71860 4.72116
C 0.73915 -2.25268 3.54757
C 0.18696 -1.85043 2.34735
N -0.79739 -0.96208 2.26112
C 0.66165 -2.38990 1.04315
C 1.28398 -3.62098 0.97839
C 1.68279 -4.12054 -0.24552
C 1.39904 -3.39241 -1.37788
C 0.75520 -2.17244 -1.26610
N 0.43540 -1.65423 -0.06468
C 0.29644 -1.42907 -2.46314
C 0.68732 -1.76619 -3.73326
C 0.12927 -1.07721 -4.80052
C -0.84789 -0.14751 -4.54880
C -1.21438 0.14415 -3.23415
C -2.39038 1.04371 -2.99920
N -0.58356 -0.44772 -2.21418
H -3.43080 -0.21196 3.74295
H -2.86027 0.50562 2.24239
H -2.48128 1.27316 3.80985
H -1.31741 -0.46128 5.53086
H 0.64564 -1.98589 5.68079
H 1.56999 -2.94406 3.57242
H 1.42375 -4.19808 1.88051
H 2.17146 -5.08348 -0.31711
H 1.64132 -3.78533 -2.35320
H 1.43984 -2.52101 -3.90224
H 0.44625 -1.28754 -5.81362
H -1.34216 0.37584 -5.35579
H -2.35979 1.89539 -3.67860
H -2.45213 1.39577 -1.98139
H -3.29678 0.47325 -3.21398
C 4.90066 -0.06986 5.07923
C 4.78193 1.18955 4.20454
C 4.56388 2.40634 5.10608
C 6.08416 1.38948 3.41001
C 3.62912 0.98737 3.23799
C 3.71374 0.05025 2.21038
C 2.66191 -0.11665 1.34448
N 1.52111 0.57861 1.43447
C 1.42582 1.48783 2.40150
C 2.44468 1.70408 3.31095
C 0.18622 2.28105 2.35750
C -0.08835 3.32872 3.21296
C -1.24258 4.08579 3.05814
C -2.09436 3.70395 2.02485
C -1.76572 2.64377 1.21496
N -0.63874 1.93887 1.37043
C -1.58766 5.25292 3.96655
C -2.67004 4.77882 4.95065
C -2.13323 6.42326 3.12828
C -0.36431 5.73488 4.75284
H 5.74845 0.03489 5.75885
H 5.05998 -0.96394 4.47181
H 3.99785 -0.21682 5.67764
H 5.43624 2.53774 5.74728
H 3.69638 2.27755 5.75978
H 4.43496 3.32071 4.52145
H 6.89035 1.65334 4.09629
H 5.97742 2.19438 2.67875
H 6.38569 0.48359 2.88062
H 4.60615 -0.54379 2.06456
H 2.73611 -0.81849 0.52850
H 2.31259 2.46535 4.06488
H 0.62436 3.56886 3.98803
H -3.01436 4.23709 1.82810
H -2.40967 2.33964 0.40771
H -3.55102 4.41001 4.42075
H -2.97914 5.61133 5.58640
H -2.29427 3.97871 5.59386
H -3.13170 6.21762 2.73928
H -1.47464 6.64904 2.28582
H -2.20432 7.31357 3.75372
H -0.01641 4.98594 5.46949
H -0.62796 6.62704 5.32121
H 0.46175 5.99324 4.08458
F -2.04269 0.17412 -0.04385
B -3.28503 -1.54559 -0.27633
F -3.59604 -1.68027 1.01194
F -2.29578 -2.29546 -0.77218
F -4.15720 -0.99396 -1.11214
Cl 0.41478 5.02959 -0.45497
C -0.29105 4.43474 -1.98065
Cl -2.05832 4.66053 -1.92899
Cl 0.38326 5.33458 -3.31708
C 0.01210 2.89994 -2.11324
O 0.62350 2.48936 -3.06614
O -0.51510 2.24880 -1.13157
Br 3.55349 4.88320 1.61556
C 4.11715 3.60799 0.32636
C 5.45110 3.58648 -0.04626
C 5.88221 2.62851 -0.95394
C 4.99182 1.69413 -1.45919
C 3.65598 1.72915 -1.07996
C 3.20656 2.70502 -0.19604
C 2.76530 0.62620 -1.57357
O 3.17112 -0.23096 -2.32877
O 1.54740 0.62363 -1.09306
H 6.14478 4.30672 0.36839
H 6.92080 2.61219 -1.25855
H 5.31270 0.92727 -2.15158
H 2.16458 2.75485 0.08183
*
```

The calculation puts the relative energy (zero: lowest compared OMol25 entry of this formula, charge and spin) at 0.00 kJ/mol. Its expectation value of S² is 2.0116. Its gap between HOMO and LUMO (spin up / spin down) is 0.2426 / 0.2808 hartree.

---

# 10
A gas-phase ion, C2H2ClO2S (charge -1), computed with wB97M-V/def2-TZVPD.

ORCA input file:
```
! wB97M-V def2-TZVPD RIJCOSX def2/J DEFGRID3
* xyz -1 1
C 1.16292 0.30642 -0.19256
C -0.06804 0.60615 -0.13922
O -1.70668 -0.84310 1.39110
O -0.67489 -1.92455 -0.54823
S -1.49128 -0.77098 -0.07041
Cl -0.42846 2.65196 0.13423
H 2.03218 0.77302 -0.51029
H 1.17426 -0.79891 -0.06463
*
```

The calculation puts the relative energy (zero: lowest compared OMol25 entry of this formula, charge and spin) at 190.90 kJ/mol. Its gap between HOMO and LUMO is 0.2927 hartree.